163
Properties=species:S:1:pos:R:3:forces:R:3 method="wB97M-V/def2-TZVPD" e_lumo_ev=2.193 e_homo_ev=-7.9424 orbital_gap_ha=0.372 charge=-1 e_tot_ev=-115201.5751 largest_force_ev_per_a=3.41
O -3.683049 0.663747 1.465182 0.3543 0.9229 -1.1314
O 3.594150 -0.548997 1.829178 0.6667 0.9886 0.1797
O 7.070206 1.329879 -0.749554 0.1128 1.6063 0.8163
O 3.028284 2.654934 5.491722 0.4835 -1.1357 0.4797
O -6.622668 0.326256 -2.737854 -0.4413 -0.3786 0.7330
O 0.607777 -1.114073 -4.546857 0.1706 0.5214 -0.1882
O -1.970367 5.257857 1.988395 -1.8866 -0.6460 1.6493
O -0.191210 0.033039 1.100627 -0.3916 1.3987 0.4298
O -1.873474 1.486506 6.056719 0.0820 -0.1168 -0.2697
O -1.262213 3.883177 4.493827 1.0144 -1.4733 1.8427
O -3.949358 1.920360 4.240737 -0.3790 -1.3704 -1.7502
O 2.671905 4.052729 1.998299 0.7506 0.8231 -0.2253
O -1.673374 -0.988498 -2.858306 -0.3950 -0.5107 0.6037
O 2.891753 0.464873 -2.948021 0.7701 -0.3450 -0.7331
O -1.064965 -4.788424 -4.041785 0.3736 -0.1345 -1.9550
O -0.966602 -3.490682 -1.445763 0.6592 -0.2716 0.1840
O 1.474212 -5.120498 -2.993457 0.3516 0.1826 -0.2368
O -3.886143 0.655228 -1.436680 -0.5965 0.0707 -0.7324
O 4.152662 -5.631658 -3.388023 1.4330 -0.9180 -0.2845
O 5.548726 -0.649376 -1.907033 -0.9156 0.0908 -0.0596
O -6.193802 -0.453568 0.001022 1.0272 -0.1022 -0.0334
O -1.439406 3.089048 0.051094 -0.3046 -0.6607 0.1538
O -1.142405 1.027233 -0.787572 0.1222 -1.4576 -0.6720
O 3.716277 -4.386845 -1.025145 0.8371 -0.8026 0.3411
O 3.996256 1.206318 -0.138180 0.5135 -2.5658 0.0317
O -3.203546 -3.236635 -3.558318 0.5635 -0.7931 0.2347
O 0.784742 -0.543896 -1.000757 0.4973 1.4071 -0.1786
O 1.775755 2.337525 -0.005588 -0.6302 0.3612 -0.1948
O -1.157414 7.223774 0.351939 -0.4572 -0.3111 -0.6196
O 1.748693 -2.242759 -2.069716 1.3139 -0.6378 -0.6161
O 2.789039 -2.549445 3.544093 0.2576 -0.3208 0.5410
O -0.742555 8.552346 -2.054979 0.0201 0.7892 -0.0483
O 3.066189 0.151302 4.561645 0.6216 0.4155 0.0138
O -1.230495 -1.551451 -0.416356 0.2127 1.2660 0.6962
O -4.370762 -2.845940 -0.683589 -1.9736 -0.7598 -0.8773
O 0.682373 -7.513335 1.846600 -0.1000 -1.9396 -1.6189
O -1.151178 -5.577496 1.338066 0.0432 2.3504 -0.8130
O -0.562082 1.732294 2.554306 0.0971 -0.3429 -2.4575
C 4.540442 -4.280580 -3.227490 -0.4755 -1.0991 -0.0599
C -0.013601 0.111735 -4.190027 -0.7136 -0.7059 -0.2848
C 1.006965 -6.230127 2.238030 -0.0584 0.2721 1.6532
C 2.021452 -2.250513 2.416418 -0.1143 0.6819 -0.4013
C -2.886391 5.074574 3.169370 1.3673 2.7196 0.1588
C -4.990657 -3.136577 -1.998103 0.7398 -0.4052 0.4041
C 1.837132 0.684588 5.035819 0.2627 1.7567 -1.2847
C 0.065151 -5.044716 -4.929612 -0.4069 -0.0550 -0.0238
C -1.161802 6.514629 -0.906877 0.7383 -1.3224 0.5874
C 1.766396 2.217019 4.970872 1.6339 -0.0835 -0.7680
C 6.331346 1.999645 0.276110 0.7055 1.1803 0.1571
C 4.862251 2.283744 0.023354 0.2645 1.7315 -1.1629
C -0.539283 -2.411991 -1.123703 -0.1055 0.1681 -0.4692
C 2.892814 -1.652299 1.295488 0.1610 -1.5704 1.5752
C -5.880660 -0.316186 1.372132 -1.3573 -0.9090 1.1010
C -0.223459 7.248877 -1.866322 -1.7531 -0.1639 -0.3714
C -3.222572 1.256387 6.306257 -0.5701 -0.9108 0.3037
C -4.452361 1.286065 -2.633841 2.0304 1.0488 1.7414
C 0.847208 -1.739499 -1.491382 -2.6439 -0.7181 0.8223
C -0.303305 -5.453564 2.466728 1.2768 -0.9481 -0.5716
C -0.582871 1.286706 1.405507 0.1932 -1.1462 3.2024
C -1.941556 5.069151 4.411890 -1.1674 0.0637 -2.1345
C 3.891617 -0.231716 -3.702663 -0.6805 -1.6589 0.5258
C -3.953560 0.756395 5.083317 0.2423 0.6725 -0.4277
C -1.151936 1.918738 0.160705 0.6447 1.5090 -0.0464
C -1.454972 -0.187024 -3.978214 -0.8859 0.0138 -0.3756
C -4.451821 -0.501657 1.657114 1.0449 0.5857 0.2688
C -5.900194 1.527113 -2.507430 -1.1341 -0.5341 -1.4796
C 1.860915 3.749215 -0.334148 -0.5613 -2.0450 0.6231
C 1.826695 4.509751 0.970205 -0.8694 0.9752 -0.5268
C 4.874913 -3.971149 -1.790763 -1.5137 0.6203 -0.6262
C -4.155740 -4.103159 -2.922740 -0.5159 1.7784 0.8423
C 1.342934 -4.481290 -4.275162 -1.9312 0.1929 0.8082
C 5.272203 -0.031084 -3.189938 1.4496 -0.5507 0.7763
B -0.476800 -0.233315 -0.296950 -0.0819 -0.7872 0.0803
H 5.792495 -4.476130 -1.528854 0.2212 -0.2234 0.4876
H -0.820199 -5.901142 3.295218 -0.1487 -0.2976 0.5292
H -0.087794 -4.457820 -5.861512 -0.1923 -0.4692 0.5134
H 1.657496 2.593042 3.946215 -0.1759 -0.2245 0.1408
H 4.907074 2.839351 -0.967928 -0.5423 -0.5631 0.9592
H 2.881437 -1.740028 4.047999 0.2908 0.2052 0.4191
H 2.761837 3.979504 -0.857745 0.7780 -0.0378 -0.5353
H 1.573117 -6.266098 3.217918 -0.6661 -0.1177 -0.8116
H 5.499508 0.998458 -3.066607 -0.0513 1.3103 -0.0622
H -3.753725 -4.955344 -2.356478 0.3996 0.4970 0.0469
H -6.287213 -1.160030 1.965012 -0.7513 0.3158 -0.3641
H 0.078765 0.888212 -4.938812 0.1069 0.1115 -0.6117
H -5.999219 -3.525206 -1.766155 0.6431 -0.0531 0.0712
H -1.674266 6.676288 0.997212 0.6481 0.2977 -0.5847
H -3.633273 4.296101 3.087021 0.4641 -0.7013 -0.1531
H -3.460099 -2.585342 -0.693458 1.0376 0.1297 -0.8343
H 3.954886 0.601384 0.674471 -0.0272 0.6355 -0.4243
H 2.757794 -0.065936 -2.166213 -0.4268 -0.1210 0.6158
H -0.156945 6.808517 -2.894858 -0.1901 0.0423 1.0135
H -5.146915 -2.191786 -2.536274 0.1906 -0.1702 -0.0084
H 3.308427 -0.265650 2.724471 0.0417 -0.2616 -0.4074
H 1.550367 -4.384830 -2.361335 0.1622 -0.2321 0.0960
H 0.747615 7.272070 -1.434439 1.0849 0.0799 0.4109
H 1.539283 -0.919754 -4.474288 0.6330 -0.2882 0.0821
H 3.685398 -5.372880 -1.066467 0.1288 1.1405 -0.0087
H 4.379264 2.958802 0.771911 1.0323 -0.1645 -0.3400
H 1.069710 0.298695 4.423109 -0.9899 -0.5896 -0.5818
H -1.198810 -4.673342 0.906678 -0.0452 -1.7195 0.4800
H 2.259972 -1.300928 0.524333 -0.4369 0.1217 -0.9918
H -1.034157 8.906459 -1.196593 0.2555 -0.4271 -0.2652
H 0.810118 4.524457 1.363997 -0.2261 0.1621 -0.1279
H -2.262753 -1.762283 -3.050545 0.3892 0.4905 -0.0981
H 3.704286 -1.379412 -3.695720 -0.0310 1.7607 -0.2382
H -1.225178 5.874581 4.236420 -0.1427 0.3288 0.1122
H -4.299722 -0.818245 2.692258 0.0057 -0.0242 -0.1205
H -2.984393 0.368939 -1.651024 -0.0451 -0.0527 -0.0902
H 2.226336 -4.519416 -4.892545 0.3495 -0.5290 -0.2264
H -2.485994 5.242680 5.333412 -0.1648 -0.0483 0.2188
H -1.997603 -0.628800 -4.800986 0.4359 -0.3245 -0.8511
H 1.009955 2.627307 5.591268 -1.1583 0.0153 0.3865
H -6.242635 2.055781 -1.622082 0.3311 -0.0853 0.3265
H -6.835964 -0.040286 -1.868868 0.0684 -0.1301 -0.0104
H -2.172758 6.420919 -1.316374 0.0143 0.2782 -0.0547
H 2.536831 1.763666 -0.298036 -0.4729 1.0368 0.1215
H 2.606909 3.106398 2.006495 -0.2499 -0.9724 -0.1037
H 3.842263 0.186592 -4.692504 -0.0514 -0.0894 -0.6393
H 3.759760 -3.709015 -3.643589 -1.3447 1.3156 0.2378
H 3.238605 -5.779653 -3.148733 -0.6916 0.4873 0.1661
H -1.134947 3.357973 3.709266 -0.0696 0.0932 -1.0122
H 3.619927 -2.418070 0.971156 -0.2748 0.4431 -0.1672
H 3.204762 3.574174 5.364275 -0.2206 0.8154 -0.3616
H 6.604887 0.577858 -1.086370 -0.5938 -1.0775 -0.2784
H 1.730324 -5.853802 1.536939 0.0263 1.0523 -0.5039
H 6.058822 -0.407526 -3.870513 -0.6042 -0.1705 0.1475
H -0.804548 5.460335 -0.733237 -0.2032 0.8391 -0.2111
H -4.168993 0.743896 -3.509963 -0.3386 -0.8517 -0.5486
H -2.485126 -3.815624 -3.902426 0.0123 0.4115 0.0732
H -1.939023 2.087131 5.310735 0.8140 0.6421 -0.3917
H 3.762882 0.627579 5.054970 -0.2649 -0.2101 -0.4541
H -3.932408 2.247031 -2.759347 -0.1397 0.1405 0.1687
H -1.766639 4.379958 1.646063 0.0706 -0.2058 -0.4423
H 0.998372 3.997117 -0.981699 0.3430 0.1397 0.3962
H 4.916898 -0.270309 -1.249979 0.2416 -0.1362 -0.5661
H 2.110663 5.523399 0.646487 -0.0630 0.0263 0.7879
H -3.683819 2.142849 6.716119 -0.4956 0.4882 -0.0819
H 0.384287 0.541395 -3.288885 0.3565 -0.0192 0.5956
H -4.106067 -1.263912 0.985770 0.4245 -0.8161 -0.0656
H 5.302501 -4.086745 -3.936388 1.5212 -0.0386 -0.3801
H -4.989903 0.423859 5.210946 0.0319 0.0901 0.5794
H 1.717990 0.395783 6.017915 -0.4643 -0.7684 2.2505
H -3.484650 6.015885 3.263810 0.5083 -0.5034 -0.4244
H 1.132718 -3.423108 -4.045859 0.0381 -0.2645 -0.5045
H 0.035481 -6.155883 -5.175188 0.5503 1.3185 0.3228
H 6.495652 1.534690 1.246154 0.0283 -0.2696 0.1714
H -4.722597 -4.520591 -3.736351 -0.9257 -0.2087 -0.1082
H -3.415312 -0.102800 4.625079 0.0394 0.6000 0.2243
H -3.778616 0.899040 0.500124 0.0966 -0.0921 0.9443
H 0.563808 -7.534071 0.860896 -0.0041 0.1637 1.5680
H -6.209987 2.112507 -3.375242 0.3002 0.5690 0.0643
H -5.350242 -0.838061 -0.334613 -0.9711 0.1098 -0.5477
H 6.766072 3.045682 0.327101 -0.2431 -1.1524 0.1199
H 4.971813 -2.876698 -1.690808 0.0785 -0.5472 0.2843
H -6.253909 0.625836 1.781020 -0.0945 -0.0068 -0.1290
H -1.945359 0.755623 -3.871026 -0.4423 1.0663 0.4682
H 1.275342 -1.467011 2.631237 -0.1287 -0.3445 0.1151
H -3.295457 0.513286 7.050524 0.0366 -1.0090 1.1616
H -4.080484 1.541289 3.332020 0.3837 1.0030 0.6122
H 0.010153 -4.473836 2.748249 -0.3979 1.1802 0.0147
H 1.517732 -3.186245 2.188216 -0.0825 0.1459 -0.7234
H -0.771732 -4.891431 -3.147436 0.5372 -0.0469 1.0904